[1]
Here is a 2-piece molecular cluster, C28H47BrN4O4 overall at a distorted geometry from the Open Molecules 2025 dataset. Energies are from wB97M-V/def2-TZVPD.

Properties
2S+1 = 1
SMILES string = CCCCCCC[C@@]1(Cc2ccc(C)cc2)[C@H](CCCOC(C)=O)NC(=O)[C@]1(Br)NCCC.NC(N)=O
energy relative to the best compared isomer or geometry (same formula, charge and spin) = 67.91 kJ/mol

The geometry in XYZ format:
```
84
Properties=species:S:1:pos:R:3:mulliken_charge:R:1
C 2.0601 -2.8301 1.8663 -1.153
C 0.6163 -3.2357 2.2434 -0.340
C -0.4269 -2.8250 1.1653 -0.267
C -1.4886 -1.8187 1.6726 -1.171
C -2.1818 -1.1613 0.4429 -0.221
C -2.3343 0.3721 0.5198 -1.458
C -1.0545 1.1333 0.9520 -1.443
C -0.5046 2.2258 -0.0089 2.893
C 0.8207 2.6921 0.7046 -1.134
C 2.1044 2.0841 0.1738 -0.391
C 2.6049 0.8600 0.5433 0.045
C 3.7965 0.4234 0.0191 -0.782
C 4.5348 1.1607 -0.8642 1.002
C 5.8562 0.7047 -1.4521 -1.468
C 4.0339 2.3991 -1.2429 -1.014
C 2.8426 2.8308 -0.7239 -0.725
C -0.4248 1.7203 -1.4492 -0.721
C 0.3292 0.4256 -1.7770 0.693
C -0.0554 -0.1207 -3.1706 -1.590
C -1.4542 -0.7295 -3.2414 -0.395
O -1.3909 -2.1692 -3.3225 -0.409
C -2.6978 -2.6441 -3.3870 0.720
C -3.3971 -2.7365 -4.7269 -0.991
O -3.2591 -2.9544 -2.3578 -0.514
N -0.0185 2.9398 -2.1760 -0.089
C -0.4569 4.0646 -1.4909 0.234
O -0.2415 5.2220 -1.7783 -0.656
C -1.2720 3.5523 -0.2387 -1.270
Br -3.1263 3.4089 -1.0450 -0.116
N -1.4628 4.5115 0.7896 0.045
C -2.1680 4.0517 1.9832 -0.347
C -3.2852 5.0876 2.3107 -0.538
C -2.7393 6.3639 2.9622 -1.158
H 2.2141 -2.8751 0.7840 0.306
H 2.7436 -3.5502 2.3227 0.495
H 2.2910 -1.8224 2.2276 0.243
H 0.6326 -4.3335 2.2626 0.078
H 0.3348 -2.8032 3.2063 0.423
H 0.1232 -2.3556 0.3385 -0.070
H -0.9435 -3.6913 0.7420 0.530
H -2.2414 -2.4016 2.2127 0.418
H -1.0509 -1.0857 2.3557 0.478
H -3.1964 -1.5731 0.3944 0.631
H -1.6970 -1.4953 -0.4766 -0.175
H -2.7680 0.7151 -0.4205 0.482
H -3.0992 0.5656 1.2832 0.480
H -0.2416 0.4036 1.0620 -0.222
H -1.2169 1.5247 1.9575 1.070
H 0.7351 2.3838 1.7502 0.384
H 0.9660 3.7739 0.7111 0.782
H 2.0669 0.2422 1.2555 0.230
H 4.1974 -0.5372 0.3362 0.480
H 5.9776 1.2274 -2.4058 0.374
H 6.7202 0.9736 -0.8418 0.276
H 5.7943 -0.3638 -1.6690 0.383
H 4.5712 3.0544 -1.9210 0.382
H 2.4867 3.8170 -1.0186 0.493
H -1.3989 1.5091 -1.9046 0.853
H 1.4139 0.5755 -1.8104 -0.212
H 0.1367 -0.3155 -0.9994 -0.508
H 0.6724 -0.9036 -3.4047 0.587
H 0.0503 0.6711 -3.9166 0.323
H -1.9294 -0.3838 -4.1737 0.391
H -2.1266 -0.3994 -2.4401 0.440
H -3.2016 -1.8918 -5.3866 0.333
H -3.1286 -3.6870 -5.1981 0.302
H -4.4629 -2.8112 -4.5112 0.330
H 0.9161 2.9863 -2.5578 0.541
H -0.6404 5.0624 0.9856 0.409
H -1.5253 4.0385 2.8742 0.369
H -2.6866 3.1061 1.8406 0.033
H -3.6829 5.3831 1.3339 0.246
H -4.1174 4.6321 2.8569 0.414
H -2.5668 6.2561 4.0359 0.294
H -3.4008 7.2124 2.7698 0.381
H -1.7956 6.6261 2.4684 0.282
N 1.0281 -8.0729 2.9933 -0.391
C 1.8103 -7.2990 2.1825 0.628
N 2.3934 -7.9594 1.1372 -0.399
O 1.9754 -6.1078 2.3771 -0.624
H 0.8783 -9.0532 2.8519 0.165
H 0.5851 -7.6189 3.7701 0.217
H 2.9738 -7.4202 0.5225 0.215
H 2.2710 -8.9375 0.9586 0.161
```

=====

[2]
Here is a 4-piece molecular cluster, C16H39BFNO12S overall at a distorted geometry from the Open Molecules 2025 dataset. Energies are from wB97M-V/def2-TZVPD.

Properties
2S+1 = 1
SMILES string = COB(O)N(CCC(=O)O)S(=O)(=O)F.COCCOC.COCCOC.COCCOC

The geometry in XYZ format:
```
71
Properties=species:S:1:pos:R:3:mulliken_charge:R:1
C -1.9788 1.2307 3.0770 -0.674
O -1.4524 0.3362 2.0923 -0.484
B -0.7547 0.8499 1.0520 0.452
O -1.2848 1.8413 0.2878 -0.478
N 0.6322 0.2823 0.7835 0.231
C 1.7501 1.2486 0.9734 -0.495
C 2.4864 0.8873 2.2658 -0.334
C 3.6627 1.7890 2.5090 0.308
O 4.7584 1.5587 2.1046 -0.464
O 3.4039 2.8978 3.2800 -0.475
S 0.7152 -0.5419 -0.5929 1.220
O -0.4354 -1.3658 -0.7016 -0.639
O 2.0021 -1.1372 -0.7262 -0.581
F 0.6297 0.5617 -1.7016 -0.278
H -2.9041 0.8096 3.4579 0.202
H -1.2887 1.3040 3.9200 0.297
H -2.1502 2.2310 2.6847 0.317
H -0.6752 2.2463 -0.3384 0.321
H 1.3712 2.2728 1.0081 0.412
H 2.4519 1.1802 0.1430 0.131
H 2.8326 -0.1378 2.1594 0.305
H 1.7716 0.9141 3.0869 0.312
H 2.8415 3.5077 2.7850 0.336
C -7.3912 3.5778 5.8271 -0.677
O -7.8505 2.2769 5.5118 -0.374
C -7.6907 1.9323 4.1460 -0.538
C -6.4918 1.0389 3.9267 -0.520
O -5.2726 1.7086 4.2123 -0.295
C -4.7307 1.3842 5.4788 -0.901
H -7.3636 3.6597 6.9121 0.245
H -6.3890 3.7593 5.4310 0.276
H -8.0762 4.3372 5.4349 0.325
H -7.6059 2.8322 3.5290 0.328
H -8.5909 1.3925 3.8368 0.374
H -6.4607 0.7397 2.8748 0.376
H -6.5824 0.1331 4.5337 0.356
H -4.3035 0.3747 5.4659 0.355
H -5.4815 1.4478 6.2691 0.442
H -3.9356 2.0989 5.6880 0.247
C 5.7606 2.3227 -5.5095 -0.698
O 5.5904 1.0204 -4.9842 -0.375
C 5.9380 0.9098 -3.6136 -0.767
C 4.7195 0.9091 -2.7203 -0.195
O 4.0352 2.1549 -2.7575 -0.373
C 2.8854 2.1406 -3.5854 -0.389
H 5.2756 2.3472 -6.4838 0.243
H 5.3056 3.0802 -4.8666 0.300
H 6.8237 2.5531 -5.6404 0.325
H 6.6162 1.7180 -3.3226 0.360
H 6.4667 -0.0396 -3.4855 0.393
H 5.0397 0.7423 -1.6872 0.348
H 4.0464 0.0932 -3.0002 0.292
H 2.0850 1.5758 -3.1042 -0.005
H 3.0914 1.7080 -4.5668 0.341
H 2.5620 3.1727 -3.7158 0.262
C -0.8353 -5.3273 -4.4798 -0.749
O -0.0101 -4.2650 -4.0470 -0.389
C -0.0383 -4.0609 -2.6394 -0.233
C 1.1796 -4.6465 -1.9655 -0.390
O 1.2135 -6.0645 -2.0600 -0.406
C 2.0869 -6.5420 -3.0637 -0.721
H -0.5848 -5.5346 -5.5192 0.256
H -0.6731 -6.2320 -3.8885 0.319
H -1.8933 -5.0466 -4.4232 0.313
H -0.9510 -4.4829 -2.2075 0.300
H -0.0506 -2.9867 -2.4603 0.146
H 1.1478 -4.3920 -0.9023 0.291
H 2.0895 -4.2115 -2.3899 0.357
H 3.1328 -6.4259 -2.7572 0.319
H 1.9321 -6.0250 -4.0138 0.322
H 1.8801 -7.6024 -3.2002 0.246
```

=====

[3]
Here is a 13-piece molecular cluster, C19H47N9O33S4 overall at a distorted geometry from the Open Molecules 2025 dataset. Energies are from wB97M-V/def2-TZVPD.

Properties
2S+1 = 1

The geometry in XYZ format:
```
112
Properties=species:S:1:pos:R:3:mulliken_charge:R:1
C 5.3357 0.9254 -0.7131 -0.254
N 6.1918 -0.1346 -0.1252 0.982
O 6.1640 -1.2287 -0.6557 -0.550
O 6.9355 0.1613 0.7828 -0.576
H 4.3861 0.4570 -0.9413 -0.334
H 5.8481 1.3185 -1.5852 0.373
H 5.2082 1.6850 0.0500 0.296
C -0.3923 -4.3744 -4.3149 -0.674
N 0.3592 -4.9367 -3.1578 0.737
O 0.4740 -4.2313 -2.1756 -0.323
O 0.7711 -6.0738 -3.2530 -0.556
H 0.2262 -4.2070 -5.1899 0.277
H -0.9140 -3.4938 -3.9599 0.170
H -1.1020 -5.1597 -4.5731 0.338
C 3.6488 -2.3106 -2.5744 -0.757
N 2.8032 -1.2374 -3.1458 1.119
O 3.2789 -0.1172 -3.1623 -0.562
O 1.6899 -1.5204 -3.5377 -0.534
H 3.3237 -3.2769 -2.9470 0.295
H 3.5200 -2.3438 -1.4924 0.136
H 4.6848 -2.0699 -2.7842 0.354
C 0.5848 -4.8042 3.8624 -0.839
N 0.4427 -4.6935 2.4004 0.822
O -0.6378 -4.5288 1.8710 -0.394
O 1.4757 -4.7087 1.7680 -0.468
H 1.3129 -4.0360 4.1178 0.278
H 1.0770 -5.7609 4.0237 0.339
H -0.3481 -4.7045 4.4006 0.289
C -2.8258 -5.0501 -0.1703 -0.733
N -2.9773 -3.8137 -1.0124 0.994
O -2.9836 -3.9409 -2.2193 -0.577
O -3.1282 -2.7523 -0.4415 -0.489
H -3.0174 -4.6996 0.8351 0.221
H -1.7962 -5.3311 -0.3917 0.245
H -3.4517 -5.8456 -0.5591 0.332
C 5.5282 -2.4664 2.8431 -0.673
N 4.1501 -3.0287 2.8479 0.952
O 3.2963 -2.5004 2.1644 -0.452
O 3.9455 -3.9480 3.6242 -0.530
H 5.8215 -2.2979 3.8711 0.296
H 5.5048 -1.5657 2.2421 0.132
H 6.1347 -3.2271 2.3551 0.294
C -4.3700 -1.1470 4.3354 -0.575
N -3.5666 -2.1669 3.5933 0.915
O -2.3562 -2.0647 3.5949 -0.480
O -4.1938 -2.9293 2.8878 -0.528
H -3.8237 -0.9455 5.2549 0.230
H -5.2863 -1.6568 4.6125 0.359
H -4.4563 -0.2777 3.6949 0.117
C 2.9075 4.2422 0.1327 -0.498
N 2.8147 4.4744 -1.3328 1.056
O 3.7068 3.9801 -1.9905 -0.582
O 1.8326 5.0290 -1.7524 -0.505
H 3.9133 4.4716 0.4847 0.359
H 2.7189 3.1995 0.3494 0.027
H 2.2609 4.9284 0.6733 0.177
C 0.6067 -1.8372 -0.3037 -0.186
C 0.1049 -1.5387 1.0911 -0.418
O 0.3625 -0.1573 1.3715 -0.005
S 1.4477 0.4873 0.3586 0.681
O 2.7395 0.6650 0.9673 -0.751
O 0.8200 1.6149 -0.2823 -0.080
O 1.5223 -0.7788 -0.6202 0.044
H -0.1942 -1.8527 -1.0410 0.172
H 1.1991 -2.7472 -0.3444 0.380
H 0.5675 -2.1545 1.8625 0.284
H -0.9640 -1.7342 1.1914 0.052
C -1.6294 1.3124 4.9278 -0.392
C -1.6754 1.2843 3.3813 0.889
O -2.9754 1.7416 3.0313 -0.066
S -3.5948 2.6562 4.1971 1.239
O -5.0075 2.5242 4.1986 -0.561
O -2.9810 3.9445 4.1612 -0.593
O -2.8905 1.7761 5.3675 -0.388
H -0.8265 1.9273 5.3330 0.314
H -1.4617 0.2957 5.2882 0.308
H -1.5370 0.3362 2.8694 -0.691
H -0.9228 1.9516 2.9523 -0.217
C -1.4245 5.5904 1.0832 -0.388
C -1.1299 4.1308 0.6977 1.379
O -2.2853 3.6706 0.0452 0.034
S -2.9356 4.8865 -0.8280 1.037
O -4.3434 4.7017 -0.8527 -0.588
O -2.2604 5.0483 -2.0797 -0.429
O -2.4592 6.0343 0.2139 -0.411
H -0.5531 6.2361 1.0670 0.333
H -1.8663 5.5578 2.0818 0.269
H -0.8890 3.5249 1.5716 -0.541
H -0.1705 4.0893 0.1688 -0.650
C 0.0795 2.6970 -3.6654 0.113
C 1.3224 2.2209 -4.3744 0.274
O 1.2261 2.8240 -5.6588 -0.411
S 0.5528 4.2923 -5.5520 1.067
O -0.5057 4.4118 -6.5153 -0.593
O 1.5466 5.3135 -5.5712 -0.574
O 0.0008 4.0976 -4.0619 -0.143
H 0.0282 2.6363 -2.5796 -0.250
H -0.9076 2.3395 -3.9696 0.117
H 1.3968 1.1377 -4.4250 0.059
H 2.2381 2.5764 -3.8930 0.217
C -2.1112 0.1996 -1.5331 1.380
O -1.4652 0.2443 -2.5651 -0.865
N -3.3445 0.7126 -1.3752 0.263
C -4.0163 1.2882 -2.5164 -0.939
C -4.0210 0.6131 -0.1044 -0.889
H -1.7655 -0.2821 -0.6026 -0.466
H -4.1360 2.3508 -2.2723 0.174
H -5.0260 0.8907 -2.6391 0.350
H -3.4757 1.2342 -3.4520 0.270
H -4.7730 -0.1852 -0.0948 0.358
H -3.2844 0.4228 0.6708 -0.098
H -4.6025 1.5124 0.1084 0.459
```

=====

[4]
Here is one molecule with the formula C4H5NO from the Open Molecules 2025 dataset. Energies are from wB97M-V/def2-TZVPD.

Properties
2S+1 = 1
SMILES string = C#CCNC=O
energy relative to the best compared isomer or geometry (same formula, charge and spin) = 176.93 kJ/mol

The geometry in XYZ format:
```
11
Properties=species:S:1:pos:R:3:nbo_charge:R:1
C 1.1994 -2.1787 -0.6463 -0.211
C 1.0078 -1.0259 -0.3554 -0.038
C 0.8154 0.4000 -0.0287 -0.302
N -0.4232 0.7157 0.6750 -0.610
C -1.6442 0.9138 0.1079 0.537
O -1.9207 0.9516 -1.0689 -0.593
H 1.3499 -3.2042 -0.9078 0.238
H 0.8392 0.9798 -0.9584 0.251
H 1.6650 0.7421 0.5760 0.232
H -0.5110 0.6442 1.6759 0.395
H -2.3777 1.0617 0.9305 0.098
```

=====

| no. | HOMO (eV) | gap between HOMO and LUMO (eV) | E_LUMO (eV) |
| --- | --- | --- | --- |
| 1 | -8.715 | 9.338 | 0.62 |
| 2 | -8.898 | 8.781 | -0.12 |
| 3 | -9.144 | 8.577 | -0.57 |
| 4 | -10.089 | 10.874 | 0.78 |